Entry 1:
DFT (ωB97M-V/def2-TZVPD) results for a structure of composition C11H11ClMnN3Se3Te at a distorted geometry.

Last column: Mulliken spin population.
Positions of all 31 atoms, in Å:
H -1.770 2.282 -2.495  0.000
Cl -1.108 -2.820 0.922  0.009
H 1.301 -2.109 2.211  0.002
Te -0.223 -4.841 -2.786  0.527
C 0.159 1.999 -1.821  -0.002
H -3.416 -1.103 1.264  -0.001
C -1.436 1.464 2.280  0.008
C 2.285 0.572 -0.964  -0.009
C -2.602 0.766 1.945  -0.017
Se 2.314 -3.001 -0.737  -0.085
Se 1.384 -5.090 -0.828  0.044
H 0.694 1.399 2.474  0.002
C 1.194 -1.191 1.640  -0.238
Mn 0.476 -1.671 -0.182  2.398
H 3.332 2.412 -1.281  0.000
C 2.378 1.903 -1.330  0.004
C -0.084 -0.490 1.821  0.013
H 2.065 -0.555 1.753  0.013
C -2.529 -0.547 1.537  0.024
N 1.339 2.618 -1.740  -0.004
H -0.905 0.133 -1.532  -0.014
N -0.907 2.723 -2.236  0.001
H -3.566 1.251 2.005  -0.001
Se -0.932 -2.574 -2.558  0.406
N 1.097 -0.034 -1.021  -0.007
H -0.734 3.660 -2.560  0.000
H 3.133 -0.006 -0.629  -0.005
H -1.504 2.493 2.609  0.000
C 0.045 0.651 -1.456  -0.024
C -1.276 -1.147 1.485  -0.025
C -0.204 0.854 2.209  -0.018

Output
E_HOMO (alpha / beta)	-10.95 / -11.29	eV
charge	+1
expectation value of S²	3.90
multiplicity	4
LUMO (alpha / beta)	-4.20 / -5.20	eV

---

Entry 2:
DFT (ωB97M-V/def2-TZVPD) results for a cluster of 2 separate species, C3H8O2 in total at a distorted geometry.

Last column: Mulliken charge in e.
Positions of all 13 atoms, in Å:
C 0.844 1.783 1.865  -0.747
C -2.306 -3.236 -2.047  0.227
H -2.690 -3.955 -2.786  0.305
H 1.554 1.314 2.630  0.258
H 0.545 2.751 2.326  0.244
C 1.553 2.208 0.376  -0.761
O -2.793 -2.046 -2.020  -0.461
H 2.021 1.296 0.021  0.261
H -0.785 -2.860 -1.248  0.331
O -1.280 -3.693 -1.137  -0.402
H 0.812 2.723 -0.379  0.240
H 2.497 2.749 0.589  0.270
H 0.028 0.965 1.809  0.237

Output
E_HOMO	-11.19	eV
energy relative to the best compared isomer or geometry (same formula, charge and spin)	50.4	kcal per mole
LUMO	0.61	eV
SMILES	O=CO.CC

---

Entry 3:
DFT (ωB97M-V/def2-TZVPD) results for a structure of composition C25H42Cl2O2P2Re at a distorted geometry.

Last column: Mulliken spin population.
Positions of all 74 atoms, in Å:
H -3.993 -2.368 -0.437  -0.002
H 3.517 0.389 -0.092  0.002
H -4.096 -1.066 0.765  0.004
C -1.865 -0.283 -2.778  -0.003
H 1.407 -2.761 3.170  -0.003
C 2.533 4.316 -1.823  -0.001
C 1.216 4.038 -2.597  -0.001
H -2.932 -0.554 -2.736  0.001
C -0.594 -2.626 2.416  0.039
C -2.232 -4.700 -0.245  -0.016
H 2.993 -1.277 -0.507  0.006
H 2.391 5.807 1.244  0.000
H -3.051 -4.346 -0.879  -0.005
C 2.763 3.425 -0.635  0.002
H 1.078 6.087 -0.717  0.000
C 0.856 -3.352 -1.978  -0.009
H 2.566 5.376 -1.538  0.000
H 1.176 2.142 1.596  0.006
H 0.607 1.746 -1.118  0.002
H -1.440 -0.183 3.484  -0.005
H -0.199 1.115 2.108  -0.002
C -2.317 1.418 -0.346  -0.003
H 1.401 3.195 -3.278  0.001
H -0.120 -5.779 1.904  0.005
H -0.080 6.122 0.603  0.000
C 2.920 -0.472 0.240  -0.010
C 0.488 0.662 -1.100  0.011
C 0.606 5.458 0.049  0.000
C -2.514 -2.479 1.116  -0.009
H -1.405 -5.008 -0.901  0.003
H 3.319 -0.839 1.198  0.001
C -1.779 -1.850 2.180  0.153
H 1.264 -4.658 2.015  -0.005
H 1.195 4.798 2.018  0.000
Cl 1.162 -1.833 -4.233  0.001
H 3.375 4.160 -2.521  0.000
H -1.735 0.569 -3.462  0.002
Cl 3.435 -2.873 -2.606  0.001
P -1.275 0.112 -1.110  0.038
H 2.998 3.248 1.462  0.000
C 0.871 1.113 1.837  -0.005
C -1.786 -3.645 0.706  0.051
H 0.616 -5.128 0.426  0.004
H -1.165 4.168 -0.026  0.000
H -1.292 -1.142 -3.157  0.003
C -0.601 -3.734 1.505  0.038
C 1.773 -3.155 -3.200  -0.003
C 1.691 4.975 1.051  0.000
H 0.476 -1.381 3.796  0.005
P 1.191 -0.035 0.449  0.022
O 0.600 -2.273 -1.316  0.077
C -2.279 -0.728 3.042  -0.018
H -2.097 2.423 -0.743  0.000
H -2.160 1.432 0.746  -0.002
H -3.377 1.179 -0.542  0.001
Re -0.614 -1.893 0.454  2.599
H -0.754 3.129 -2.204  0.000
C 0.417 -2.432 3.504  -0.001
H -4.653 -2.698 1.173  -0.001
C -3.884 -2.130 0.627  0.004
C 0.346 -4.884 1.464  -0.024
C 2.477 3.763 0.648  0.000
H 1.759 -4.086 -3.771  0.000
H 1.450 0.769 2.710  0.004
H 3.316 2.505 -0.849  0.000
H 0.990 0.220 -1.971  0.005
C 0.017 3.757 -1.747  0.003
H 0.161 -3.014 4.402  0.000
C -0.236 4.374 -0.567  0.001
H -2.894 -0.037 2.457  -0.005
H -2.569 -5.590 0.311  0.006
H 1.004 4.897 -3.257  0.000
O 0.466 -4.495 -1.761  0.020
H -2.900 -1.103 3.870  0.009

Output
E_HOMO (alpha / beta)	-13.89 / -13.89	eV
energy relative to the best compared isomer or geometry (same formula, charge and spin)	0.0	kcal per mole
charge	+2
expectation value of S²	3.77
multiplicity	4
LUMO (alpha / beta)	-5.60 / -8.64	eV

---

Entry 4:
DFT (ωB97M-V/def2-TZVPD) results for an isolated molecule of C4H5IN2O at a distorted geometry.

Last column: Mulliken charge in e.
Positions of all 13 atoms, in Å:
C -2.278 2.888 0.182  -0.757
H 0.365 -1.030 2.054  0.312
N 0.534 0.517 -0.748  -0.269
C -1.750 1.842 0.571  0.729
C 0.154 -1.112 0.983  -1.050
I -3.581 3.991 -0.929  0.218
O -1.022 0.892 1.061  -0.411
H -0.678 -1.636 0.873  0.318
H -0.581 2.129 -1.252  0.155
H 1.072 -1.688 0.522  0.281
C -0.095 0.198 0.330  0.651
H 0.822 1.762 -2.279  0.238
N 0.344 1.763 -1.371  -0.414

Output
E_HOMO	-8.51	eV
energy relative to the best compared isomer or geometry (same formula, charge and spin)	89.1	kcal per mole
LUMO	0.11	eV
SMILES	C/C(=N/N)OC#CI

---

Entry 5:
DFT (ωB97M-V/def2-TZVPD) results for a cluster of 3 separate species, C19H37BrN2O8PS in total at a distorted geometry.

Last column: Mulliken charge in e.
Positions of all 69 atoms, in Å:
C -4.537 3.690 2.302  0.009
C -2.913 0.007 4.273  -0.043
O 4.592 -3.810 -7.145  -0.333
H 3.892 -4.341 -5.261  0.337
H 6.781 -6.060 -9.947  0.220
C -4.262 4.768 1.150  -1.194
H -5.964 2.187 1.496  0.379
H 1.378 -4.784 -4.582  0.076
C 1.393 2.239 1.625  0.299
C 0.768 -2.678 -3.130  0.806
O -0.045 -3.452 -3.854  -0.325
C 3.120 2.264 2.984  0.144
H -4.443 2.355 0.555  0.348
C 2.564 2.137 0.753  -0.637
S -0.714 0.372 0.468  -0.402
H -3.627 3.702 2.955  -0.050
H -1.672 2.401 4.856  0.180
O 4.183 -6.036 -7.287  -0.545
O 5.712 -4.981 -8.584  -0.328
O 1.823 -3.010 -2.649  -0.550
N 3.614 2.162 1.705  0.001
H -3.173 0.846 1.758  -0.309
C 0.430 -4.786 -4.043  -0.403
C 0.188 1.154 4.697  -0.372
C 0.890 2.491 4.201  -1.250
H 1.554 2.844 5.037  0.392
H 1.099 -0.874 -1.251  0.282
H 0.846 0.693 5.494  0.455
H 0.093 3.253 4.002  0.385
H -5.028 0.833 4.348  0.436
H -3.441 4.400 0.464  0.183
C 4.770 -5.044 -7.637  0.752
C 6.008 -6.234 -9.201  -0.620
H 5.126 -6.634 -9.702  0.293
C 3.607 -3.729 -6.118  -0.668
H 1.945 -0.360 -2.749  0.335
H 3.547 -2.691 -5.796  0.275
H 4.588 2.121 1.400  0.249
H -0.293 4.036 -0.407  0.377
H 2.618 2.074 -0.356  0.412
H -4.802 0.140 2.031  0.447
H -2.124 0.086 3.457  -0.147
C -1.160 1.579 5.440  -0.422
C -4.848 2.293 1.614  -0.932
O -1.396 2.778 2.017  -0.265
Br 4.237 2.304 4.559  -0.022
C -4.044 1.074 3.855  -0.789
O 0.207 -1.464 -3.030  -0.335
H -3.829 5.685 1.656  0.340
C -2.182 0.383 5.630  -0.962
H -1.455 2.132 2.757  -0.092
H -3.698 2.054 4.281  0.228
H -5.207 4.994 0.594  0.360
P -0.314 2.230 0.882  0.907
H -3.316 -1.042 4.319  0.461
C -4.148 1.034 2.280  0.049
H 0.533 -5.298 -3.086  0.294
H 0.029 0.386 3.893  0.386
H -5.451 4.007 2.884  0.397
C 0.974 -0.530 -2.277  -0.636
H -0.305 -5.320 -4.642  0.223
H 0.428 0.412 -2.262  0.262
H -2.970 0.637 6.400  0.331
H 6.388 -6.945 -8.466  0.292
H -0.927 1.997 6.461  0.409
O -0.414 3.072 -0.553  -0.476
H -1.580 -0.505 5.988  0.354
H 2.629 -4.030 -6.498  0.310
N 1.729 2.335 2.991  0.431

Output
E_HOMO	-11.93	eV
charge	+1
LUMO	-3.71	eV

---

Entry 6:
DFT (ωB97M-V/def2-TZVPD) results for a cluster of 2 separate species, C2H3NO in total at a distorted geometry.

Last column: Mulliken charge in e.
Positions of all 7 atoms, in Å:
H 0.986 -0.818 -0.444  0.351
C 0.787 0.220 -0.646  -0.355
H 0.081 -1.342 1.148  0.240
N -0.911 -1.092 0.996  -0.017
C 0.437 1.211 -1.225  -0.418
O -1.375 -0.234 1.716  -0.224
H -0.004 2.054 -1.545  0.424

Output
E_HOMO	-9.52	eV
energy relative to the best compared isomer or geometry (same formula, charge and spin)	123.2	kcal per mole
LUMO	-0.41	eV
SMILES	C#C.N=O

---

Entry 7:
DFT (ωB97M-V/def2-TZVPD) results for a structure of composition C21H27FeN3Sb at a distorted geometry.

Last column: Mulliken spin population.
Positions of all 53 atoms, in Å:
H -2.875 -1.060 3.249  0.014
C 5.590 -0.811 2.021  -0.001
H -0.985 1.439 -4.763  0.000
H -1.573 -1.969 -3.039  -0.001
C 2.055 1.625 1.463  -0.013
Sb -1.809 1.128 -1.692  0.019
C -4.012 1.716 1.778  0.021
C -2.393 -0.922 -1.302  0.013
H 0.242 -0.661 -3.611  0.000
C 3.218 -0.589 1.823  0.001
H -1.742 1.157 4.190  -0.003
C 3.065 -1.965 1.897  0.001
H 6.574 -0.365 2.068  0.000
H -2.850 3.258 2.925  0.012
C -4.026 0.331 1.884  0.218
H -4.675 2.316 1.173  -0.003
H 0.796 1.229 -1.231  0.005
H -1.945 -0.050 -4.729  0.000
H 0.550 -1.197 -1.956  0.000
C 4.184 -2.766 2.038  0.000
C 0.731 -0.396 -2.676  0.005
H -3.364 -0.846 -0.803  -0.004
H 4.078 -3.840 2.094  0.000
H 0.370 3.004 1.206  0.005
C 0.774 -0.137 1.703  0.025
H 0.474 1.756 -2.871  -0.002
N 7.538 -3.700 2.375  0.001
N 2.049 0.260 1.681  0.011
N -0.046 0.897 1.521  -0.010
C -2.787 1.569 -3.532  0.031
C 0.274 0.963 -2.149  0.017
H 0.461 -1.147 1.905  0.006
H -3.261 -1.478 -3.213  -0.001
C -2.517 -1.855 -2.512  0.019
H 2.956 2.208 1.418  -0.001
C -3.053 -0.054 2.897  0.200
C -2.474 1.102 3.399  0.043
C 5.450 -2.191 2.100  0.001
C -1.997 1.038 -4.721  0.001
C 6.613 -3.030 2.251  0.000
H 2.094 -2.439 1.845  0.001
H -1.678 -1.337 -0.575  0.006
H -3.775 1.119 -3.442  -0.002
H -2.913 2.650 -3.560  0.002
H -2.502 1.349 -5.637  0.003
Fe -1.945 0.957 1.013  3.993
C -3.047 2.216 2.717  0.310
H 1.805 -0.372 -2.872  0.001
C 4.472 -0.006 1.884  0.001
C 0.765 2.012 1.358  0.049
H 4.607 1.065 1.839  0.000
H -4.698 -0.337 1.365  0.005
H -2.843 -2.845 -2.195  0.000

Output
E_HOMO (alpha / beta)	-14.58 / -14.59	eV
energy relative to the best compared isomer or geometry (same formula, charge and spin)	7.0	kcal per mole
charge	+2
expectation value of S²	8.77
multiplicity	6
LUMO (alpha / beta)	-5.82 / -8.95	eV

---

Entry 8:
DFT (ωB97M-V/def2-TZVPD) results for a structure of composition C47H52BrCuGe2N5O4S2.

Last column: Mulliken spin population.
Positions of all 114 atoms, in Å:
H 6.487 0.370 0.224  0.000
C 2.852 1.828 -3.736  0.000
C 6.429 -0.453 -3.539  0.000
H 2.363 -0.707 3.705  0.000
C -4.034 -4.324 -4.649  -0.060
H 1.613 -2.201 -0.919  0.002
H 1.609 2.496 -2.105  0.000
N -1.438 1.761 1.915  0.001
H 6.405 -0.676 -4.598  0.000
C -0.899 2.346 2.990  0.000
C -2.329 2.136 -4.549  0.001
H -2.758 -0.326 2.216  -0.001
C 1.772 1.587 -2.679  -0.001
C -2.241 -1.262 2.041  0.006
C -4.963 -6.147 -0.045  -0.002
H 2.847 3.982 2.233  0.000
H -3.068 3.192 -6.260  0.000
H -5.615 -7.642 -1.459  0.000
H -3.014 -4.942 -6.435  0.007
H 2.220 -2.988 1.625  0.000
C -1.504 3.547 -2.798  -0.001
H -0.336 -4.462 1.416  -0.008
C 7.641 -0.264 -2.894  0.000
Ge 2.109 0.193 1.380  -0.001
C 1.481 -1.591 -1.812  0.003
H 3.600 1.645 2.749  0.000
O -1.370 0.033 -2.668  0.018
H -5.587 -4.187 -0.638  -0.006
C -2.364 4.550 -4.757  0.000
H -4.208 -6.995 3.161  0.000
H 0.882 -1.355 3.036  -0.001
Cu -0.170 0.575 0.434  0.001
C 2.225 -2.221 -2.994  0.000
H 8.571 -0.335 -3.444  0.000
S -0.906 3.358 -1.152  0.001
H -0.699 -2.634 -3.660  0.028
C -2.726 -3.031 -3.073  -0.007
C -5.262 -4.810 0.185  0.014
N -3.887 -2.295 3.419  0.000
C -5.169 -4.246 1.451  0.006
C 2.636 -2.501 2.512  0.000
C 3.863 -0.171 0.629  0.000
C 6.462 0.125 -0.831  0.000
H -2.536 1.145 -4.932  0.000
C -2.733 -2.426 2.626  0.000
H -3.091 1.620 0.693  0.002
H -2.323 -4.529 2.883  0.000
C -4.758 -5.023 2.523  -0.007
C -4.490 -3.211 4.273  0.000
C -5.004 -6.738 -1.431  -0.001
O -1.881 3.924 -0.257  0.000
H 0.358 -2.306 0.412  -0.024
C -0.906 -3.562 1.605  0.018
H 3.082 3.095 0.727  0.000
H 0.095 2.024 3.258  0.000
C -1.628 -3.116 -3.941  0.063
H 2.565 2.687 -4.348  0.000
H 1.815 -3.209 -3.224  0.000
C -2.937 -4.406 -5.498  0.113
S -2.578 -2.237 -1.539  0.791
H -2.611 5.428 -5.339  0.000
H 2.533 -3.201 3.346  0.000
H -4.385 -7.977 0.913  0.000
Br -5.169 3.435 1.724  0.000
O -4.904 -2.861 5.359  0.000
C 1.935 -1.176 2.814  0.000
C 3.961 0.010 -0.688  0.000
H -1.086 3.747 4.599  0.000
O 0.440 3.849 -1.007  0.000
C -0.506 -2.365 1.053  0.038
C -4.599 -6.924 1.053  -0.001
H 4.726 -0.445 1.242  0.000
H -4.789 -3.539 -2.794  0.016
C -2.027 -3.603 2.416  -0.008
C -1.740 -3.790 -5.145  -0.060
H -1.599 5.680 -3.077  0.000
H 3.702 -2.362 2.331  0.000
H -4.904 -5.123 4.587  0.000
H -4.971 -4.792 -4.926  -0.001
C -3.418 3.023 2.287  0.000
C -1.800 4.703 -3.496  0.000
C 2.484 3.138 1.641  0.000
C 5.241 -0.355 -2.826  0.000
H -0.887 -3.850 -5.808  -0.001
C -2.677 2.105 1.569  -0.001
N -0.914 1.706 -1.150  -0.003
H 0.409 -1.510 -2.011  0.001
H 2.134 -1.614 -3.899  0.000
H -4.000 -7.010 -1.763  0.000
C -3.938 -3.626 -3.456  0.080
H 0.832 1.318 -3.157  0.001
H 8.592 0.176 -1.019  0.000
H -4.073 -1.354 3.735  0.000
H 4.305 -0.522 -3.337  0.000
C -4.497 -6.375 2.320  0.001
C 7.652 0.024 -1.534  0.000
H -5.408 -6.028 -2.152  0.001
H 1.965 1.866 3.324  0.000
H 3.287 -2.350 -2.780  0.000
Ge 2.123 0.196 -1.355  0.006
H 3.821 2.051 -3.292  0.000
C -2.860 3.644 3.385  0.000
H -3.420 4.382 3.943  0.000
C -1.352 1.213 -2.341  -0.006
H 1.462 3.360 1.332  0.000
C 2.573 1.826 2.418  0.000
C -1.568 3.294 3.743  0.000
H -5.424 -3.206 1.596  -0.001
N -4.610 -4.512 3.841  0.000
N -1.151 -1.215 1.284  -0.020
C 5.231 -0.066 -1.464  0.000
C -1.765 2.293 -3.298  0.004
H 2.977 0.979 -4.410  0.000
C -2.626 3.282 -5.276  0.000

Output
E_HOMO (alpha / beta)	-8.11 / -8.16	eV
energy relative to the best compared isomer or geometry (same formula, charge and spin)	14.9	kcal per mole
expectation value of S²	0.77
multiplicity	2
LUMO (alpha / beta)	0.28 / -1.54	eV

---

no.,E (a.u.)
1,-9673.314595
2,-269.514562
3,-2809.065462
4,-637.703463
5,-4770.918738
6,-207.801315
7,-2483.970371
8,-11561.628252